Model a:
C18H54O9 | ωB97M-V with the def2-TZVPD basis set

Last column: Mulliken charge in e.
Geometry (Å):
C (-1.245, -3.737, -2.265)  -1.50
C (-1.308, -5.177, -1.693)  0.38
O (-2.568, -5.493, -1.173)  -0.52
H (-2.109, -3.686, -2.780)  0.72
H (-0.332, -3.757, -2.855)  0.40
H (-1.359, -3.042, -1.449)  0.25
H (-0.531, -5.447, -0.831)  -0.24
H (-1.238, -5.989, -2.489)  0.37
H (-2.642, -6.487, -1.010)  0.30
C (-1.121, -0.482, 3.483)  -0.38
C (-2.351, -1.025, 4.335)  -0.57
O (-3.196, 0.023, 4.530)  -0.50
H (-0.317, -1.265, 3.482)  0.19
H (-0.493, 0.260, 4.069)  0.29
H (-1.317, -0.214, 2.364)  -0.09
H (-1.997, -1.445, 5.174)  0.44
H (-2.934, -1.790, 3.846)  0.32
H (-4.014, -0.335, 5.023)  0.30
C (4.733, -0.874, -0.318)  -0.93
C (5.363, 0.498, 0.202)  0.06
O (6.774, 0.296, 0.415)  -0.56
H (4.896, -1.678, 0.371)  0.31
H (4.884, -1.419, -1.173)  0.51
H (3.643, -0.859, -0.266)  0.01
H (4.875, 0.703, 1.080)  0.24
H (5.264, 1.284, -0.697)  0.10
H (6.974, -0.516, 0.930)  0.31
C (-4.750, -0.945, -0.760)  -0.92
C (-4.508, -2.262, -1.491)  -0.29
O (-3.723, -3.125, -0.727)  -0.43
H (-5.343, -1.370, 0.078)  0.28
H (-5.353, -0.348, -1.425)  0.39
H (-3.806, -0.383, -0.229)  0.08
H (-3.878, -2.075, -2.285)  0.34
H (-5.417, -2.858, -1.821)  0.25
H (-3.335, -3.585, -1.335)  0.18
C (3.446, 3.785, 0.221)  -0.77
C (2.344, 4.639, 0.681)  -0.33
O (1.128, 4.333, -0.050)  -0.54
H (3.441, 3.669, -0.823)  0.27
H (3.182, 2.682, 0.543)  0.01
H (4.308, 4.172, 0.722)  0.43
H (2.746, 5.548, 0.535)  0.44
H (2.028, 4.274, 1.717)  0.16
H (0.288, 4.241, 0.497)  0.37
C (2.024, -2.573, 1.788)  -1.77
C (1.049, -3.341, 0.951)  0.25
O (1.473, -4.643, 1.178)  -0.61
H (2.031, -1.353, 1.386)  0.01
H (2.955, -2.752, 1.716)  0.69
H (1.997, -2.556, 2.733)  0.74
H (1.077, -3.258, -0.168)  0.12
H (0.024, -3.209, 1.301)  0.28
H (0.691, -5.233, 0.751)  0.32
C (-0.212, -0.149, -1.061)  -0.88
C (0.132, 1.330, -1.050)  0.12
O (0.949, 1.450, -0.003)  -0.29
H (0.778, -0.777, -0.762)  -0.15
H (-0.538, -0.545, -2.078)  0.26
H (-1.023, -0.320, -0.381)  0.13
H (-0.891, 1.739, -0.921)  0.08
H (0.526, 1.763, -1.894)  0.51
H (1.281, 2.286, -0.005)  -0.14
C (-2.611, 2.533, 1.154)  -0.68
C (-1.292, 2.819, 2.024)  -0.11
O (-1.019, 4.163, 1.960)  -0.67
H (-3.139, 1.549, 1.656)  0.06
H (-2.344, 2.284, 0.127)  0.07
H (-3.323, 3.291, 1.383)  0.47
H (-0.591, 2.168, 1.845)  0.19
H (-1.558, 2.583, 3.102)  0.45
H (-0.232, 4.344, 2.561)  0.32
C (-0.597, 2.535, -3.931)  -1.40
C (0.539, 3.475, -3.400)  0.16
O (1.721, 3.068, -4.195)  -0.53
H (-0.258, 1.577, -3.813)  0.33
H (-0.560, 2.656, -5.026)  0.41
H (-1.365, 2.969, -3.426)  0.44
H (0.391, 3.275, -2.237)  0.11
H (0.257, 4.622, -3.701)  0.29
H (2.500, 3.487, -3.918)  0.28

Results
HOMO energy (eV): -9.864
Kohn-Sham gap (eV): 10.334
Structure (SMILES): CCO.CCO.CCO.CCO.CCO.CCO.CCO.CCO.CCO

***

Model b:
C18H54O9 | ωB97M-V with the def2-TZVPD basis set

Last column: Mulliken charge in e.
Geometry (Å):
C (-3.223, -0.243, -2.388)  -0.72
C (-3.338, -1.302, -1.338)  0.26
O (-4.671, -1.848, -1.391)  -0.61
H (-3.266, -0.798, -3.325)  0.31
H (-2.297, 0.323, -2.283)  0.17
H (-4.054, 0.456, -2.300)  0.23
H (-3.036, -0.867, -0.386)  -0.15
H (-2.672, -2.157, -1.458)  0.27
H (-5.342, -1.266, -1.028)  0.31
C (-2.937, 2.443, 0.335)  -0.11
C (-4.367, 2.991, 0.404)  -0.77
O (-5.125, 2.420, -0.619)  -0.49
H (-2.353, 2.827, -0.502)  0.28
H (-2.997, 1.361, 0.221)  -0.12
H (-2.374, 2.747, 1.218)  0.18
H (-4.423, 4.074, 0.293)  0.38
H (-4.823, 2.787, 1.373)  0.31
H (-5.070, 3.021, -1.365)  0.31
C (0.573, 4.828, 1.638)  -1.12
C (1.196, 3.815, 2.644)  -0.28
O (0.379, 2.651, 2.686)  -0.35
H (1.295, 5.637, 1.518)  0.38
H (-0.319, 5.255, 2.096)  0.35
H (0.370, 4.289, 0.713)  0.18
H (1.327, 4.317, 3.603)  0.36
H (2.168, 3.470, 2.289)  0.25
H (0.833, 2.074, 3.305)  0.07
C (0.486, -1.015, -5.085)  -0.95
C (1.039, -1.481, -6.428)  -0.34
O (0.213, -2.485, -6.911)  -0.52
H (-0.390, -0.367, -5.082)  0.32
H (1.241, -0.471, -4.518)  0.33
H (0.341, -1.824, -4.369)  0.32
H (2.058, -1.861, -6.351)  0.25
H (1.019, -0.684, -7.171)  0.29
H (0.407, -2.665, -7.834)  0.30
C (3.952, 1.249, 0.415)  -0.65
C (3.725, 2.044, -0.866)  -0.28
O (3.169, 3.327, -0.727)  -0.48
H (2.996, 1.200, 0.938)  -0.11
H (4.647, 1.773, 1.072)  0.37
H (4.320, 0.234, 0.267)  0.28
H (3.063, 1.476, -1.519)  0.18
H (4.674, 1.940, -1.394)  0.41
H (3.225, 3.728, -1.598)  0.28
C (0.399, -0.455, -1.136)  -1.43
C (0.165, 0.899, -0.364)  1.30
O (0.042, 0.533, 0.981)  0.27
H (-0.421, -1.156, -0.977)  0.16
H (1.329, -0.945, -0.845)  0.32
H (0.432, -0.239, -2.203)  0.35
H (-0.802, 1.228, -0.744)  -0.70
H (0.935, 1.664, -0.463)  0.05
H (0.031, 1.331, 1.514)  -0.01
C (-1.419, -3.857, 2.371)  -1.41
C (-1.098, -2.480, 1.828)  0.76
O (0.313, -2.276, 1.682)  -0.60
H (-2.455, -4.195, 2.369)  0.37
H (-1.102, -4.057, 3.395)  0.33
H (-0.948, -4.570, 1.694)  0.27
H (-1.473, -1.632, 2.400)  0.07
H (-1.552, -2.379, 0.842)  -0.19
H (0.425, -1.411, 1.281)  0.23
C (-1.002, 0.546, 4.685)  -0.68
C (0.339, 0.015, 5.140)  -0.22
O (1.392, 0.823, 4.735)  -0.54
H (-1.765, -0.168, 4.994)  0.38
H (-0.975, 0.460, 3.599)  -0.17
H (-1.280, 1.542, 5.029)  0.31
H (0.430, -0.979, 4.701)  0.26
H (0.452, -0.107, 6.218)  0.37
H (2.228, 0.400, 4.946)  0.26
C (1.957, -4.165, -1.078)  -0.76
C (3.216, -3.922, -0.270)  -0.09
O (4.332, -4.199, -1.105)  -0.52
H (1.959, -3.511, -1.950)  0.20
H (1.070, -3.890, -0.507)  0.10
H (1.800, -5.192, -1.410)  0.38
H (3.171, -4.636, 0.553)  0.21
H (3.264, -2.928, 0.175)  0.18
H (4.968, -3.517, -0.874)  0.32

Results
HOMO energy (eV): -9.653
Kohn-Sham gap (eV): 10.121
Structure (SMILES): CCO.CCO.CCO.CCO.CCO.CCO.CCO.CCO.CCO

***

The winner here is model b, beating the second structure by 0.3482 hartree.

***

Model a:
C2H3N3O | ωB97M-V with the def2-TZVPD basis set

Last column: Mulliken charge in e.
Geometry (Å):
N (-1.484, 0.010, -0.097)  -0.37
C (-0.284, -0.549, 0.117)  0.48
C (0.875, 0.211, -0.237)  -0.17
N (1.693, 0.831, 0.514)  0.58
N (2.497, 1.371, 1.133)  -0.70
O (-0.174, -1.732, -0.120)  -0.56
H (-2.249, -0.637, 0.025)  0.24
H (-1.552, 0.955, 0.184)  0.22
H (0.678, -0.460, -1.519)  0.27

Results
HOMO energy (eV): -8.689
Kohn-Sham gap (eV): 8.226

***

Model b:
C2H3N3O | ωB97M-V with the def2-TZVPD basis set

Last column: Mulliken charge in e.
Geometry (Å):
C (0.013, -0.546, 0.243)  0.55
C (-0.712, 1.250, -0.531)  -0.04
H (0.154, -1.348, 2.319)  0.22
H (1.388, -2.038, 1.265)  0.28
H (-1.095, 2.187, -0.540)  0.41
N (0.572, -1.152, 1.440)  -0.50
N (0.492, -0.610, -0.937)  -0.40
N (0.046, 0.706, -1.399)  -0.26
O (-0.503, 0.546, 0.620)  -0.27

Results
HOMO energy (eV): -9.562
Kohn-Sham gap (eV): 10.170
Structure (SMILES): Nc1nnco1

***

Model c:
C2H3N3O | ωB97M-V with the def2-TZVPD basis set

Last column: Mulliken charge in e.
Geometry (Å):
C (-0.903, 0.818, -0.064)  0.02
C (0.948, -0.840, -0.124)  0.03
H (-2.129, -0.774, -0.074)  0.31
H (-1.692, 1.444, -0.391)  0.36
H (1.800, -1.402, -0.395)  0.40
N (-1.215, -0.441, 0.248)  -0.05
N (0.233, 1.392, -0.142)  -0.35
N (-0.214, -1.336, -0.099)  -0.48
O (1.266, 0.445, 0.242)  -0.24

Results
HOMO energy (eV): -8.954
Kohn-Sham gap (eV): 9.742
Structure (SMILES): C1=NNC=NO1

***

Model d:
C2H3N3O | ωB97M-V with the def2-TZVPD basis set

Last column: Mulliken charge in e.
Geometry (Å):
C (-0.667, 0.050, 0.026)  0.58
C (1.322, -0.624, 0.006)  -0.05
H (-2.298, -0.851, 0.103)  0.37
H (2.169, -1.371, -0.090)  0.34
H (-0.039, 2.062, 0.152)  0.28
N (-0.013, -1.067, -0.027)  -0.61
N (1.408, 0.672, -0.067)  -0.69
N (0.142, 1.033, -0.028)  0.28
O (-2.024, 0.096, -0.075)  -0.51

Results
HOMO energy (eV): -9.813
Kohn-Sham gap (eV): 10.529
Structure (SMILES): Oc1ncn[nH]1

***

The winner here is model d, beating the second structure by 0.0827 hartree.

***

Model a:
C2H3N3O | ωB97M-V with the def2-TZVPD basis set

Last column: Mulliken charge in e.
Geometry (Å):
O (-1.607, -1.140, -0.263)  -0.50
C (-0.526, -0.406, 0.010)  0.67
C (0.450, -0.008, -0.952)  -0.29
N (1.415, 0.577, -0.323)  -0.43
N (1.031, 0.645, 1.013)  -0.10
N (-0.202, 0.047, 1.189)  -0.46
H (-2.069, -1.298, 0.574)  0.37
H (0.453, -0.083, -2.025)  0.41
H (1.055, 1.667, 0.776)  0.33

Results
HOMO energy (eV): -10.095
Kohn-Sham gap (eV): 10.861
Structure (SMILES): Oc1cn[nH]n1

***

Model b:
C2H3N3O | ωB97M-V with the def2-TZVPD basis set

Last column: Mulliken charge in e.
Geometry (Å):
O (-1.241, 1.707, -0.013)  -0.70
C (-0.665, 0.600, -0.006)  0.30
N (0.677, 0.708, 0.000)  -0.25
C (1.167, -0.590, 0.008)  -0.05
N (0.205, -1.469, 0.007)  -0.54
N (-0.950, -0.718, -0.002)  0.14
H (0.400, 1.820, -0.005)  0.47
H (2.206, -0.894, 0.014)  0.41
H (-1.851, -1.164, -0.004)  0.23

Results
HOMO energy (eV): -9.261
Kohn-Sham gap (eV): 10.164
Structure (SMILES): O=c1[nH]cn[nH]1

***

The winner here is model b, beating the second structure by 0.0165 hartree.